Arrangement one

8
Properties=species:S:1:pos:R:3:lowdin_charge:R:1 method="wB97M-V/def2-TZVPD" homo_lumo_gap_ev="8.8 / 8.6"
C -1.506 -0.189 -0.208 -0.23
C 1.726 0.478 0.272 -0.43
N -1.194 0.955 -0.429 0.10
Br 1.356 -1.255 1.076 0.55
H -2.554 -0.477 -0.453 0.09
H -1.025 -0.945 0.339 -0.04
H 2.459 0.410 -0.588 0.00
H 0.738 1.023 -0.010 -0.04


Arrangement two

8
Properties=species:S:1:pos:R:3:lowdin_charge:R:1 method="wB97M-V/def2-TZVPD" smiles="C/N=C/Br" homo_lumo_gap_ev=10.9
C 0.131 -0.338 0.495 0.00
N 0.260 -0.709 -1.171 -0.05
C -0.844 -0.764 -1.734 -0.72
Br -1.075 -1.270 -3.607 0.58
H -0.062 -1.343 0.944 0.09
H -0.525 0.556 0.569 0.08
H 1.071 -0.074 0.657 -0.01
H -1.754 -0.645 -1.217 0.04


Least stable of them? arrangement one.


Arrangement one

13
Properties=species:S:1:pos:R:3:lowdin_charge:R:1 method="wB97M-V/def2-TZVPD" total_charge=-1 smiles=Cc1c[pH]cc1[S-] homo_lumo_gap_ev=6.3
C 1.118 0.334 1.536 -0.10
C 0.269 -0.156 0.397 -0.46
C 0.796 -0.426 -0.795 -0.39
P -0.338 -0.891 -1.999 0.71
C -1.686 -0.161 -1.199 -0.44
C -1.130 0.092 0.230 -0.95
S -2.038 0.713 1.420 0.43
H 1.259 -0.547 2.177 0.07
H 0.714 1.129 2.292 0.08
H 2.034 0.598 1.052 0.04
H 1.854 -0.397 -0.894 0.05
H -0.059 0.168 -2.898 -0.08
H -2.795 -0.456 -1.319 0.04


Arrangement two

13
Properties=species:S:1:pos:R:3:lowdin_charge:R:1 method="wB97M-V/def2-TZVPD" total_charge=-1 smiles="CC1=CC=P([S-])=C1" homo_lumo_gap_ev=6.5
C -0.898 0.619 -0.520 -0.10
C -0.124 -0.204 0.552 -0.47
C 1.336 -0.207 0.445 -0.24
C 2.007 -0.940 1.299 -0.47
P 1.089 -1.698 2.657 0.29
S 1.416 -0.393 4.140 -0.24
C -0.675 -0.804 1.568 -0.13
H -0.409 1.608 -0.512 0.06
H -1.945 0.618 -0.286 0.03
H -0.943 0.158 -1.624 0.10
H 1.859 0.332 -0.381 0.10
H 3.108 -0.857 1.352 0.05
H -1.694 -0.978 1.753 0.01


Least stable of them? arrangement one.